# 1
Here is the molecule C11H23N3O3S from OMol25. Energies are from wB97M-V/def2-TZVPD.

Geometry as XYZ:
```
41
C11H23N3O3S, DFT wB97M-V/def2-TZVPD
C 2.368 0.374 0.175
C 1.091 0.919 -0.443
C 3.740 0.705 -0.518
C 4.899 0.894 0.501
C 6.950 -0.525 -0.611
C -1.346 0.589 -0.341
C -1.913 1.812 0.369
C -2.308 -0.577 -0.171
C -3.573 -0.439 -1.139
C -4.766 -1.367 -0.754
C -5.691 -0.825 0.368
H 1.874 -1.532 -0.223
H 3.030 -1.428 0.925
H 2.355 0.905 1.160
H 3.917 -0.136 -1.213
H 3.608 1.645 -1.065
H 5.545 1.687 0.194
H 4.445 1.137 1.459
H 6.318 -0.421 -1.493
H 7.660 0.298 -0.503
H 7.446 -1.472 -0.621
H 0.101 -0.544 0.640
H -1.359 0.875 -1.414
H -2.668 -0.567 0.899
H -1.922 -1.592 -0.313
H -3.931 0.584 -1.199
H -3.214 -0.661 -2.170
H -5.323 -1.508 -1.624
H -4.342 -2.386 -0.425
H -6.506 -1.626 0.429
H -6.034 0.137 0.016
H -4.655 -1.438 2.016
H -5.429 -0.008 2.209
H -0.379 1.741 1.560
N 2.162 -1.027 0.639
N -0.008 0.302 0.077
N -4.885 -0.566 1.585
O 0.948 1.910 -1.142
O -2.893 2.443 -0.002
O -1.163 2.327 1.361
S 5.851 -0.640 0.803
```

E_LUMO in eV: 0.525
Kohn-Sham gap in eV: 9.488
Total energy in eV: -33228.28365
Molar mass in g/mol: 277.390
Structure (SMILES): CSCC[C@H](N)C(=O)N[C@@H](CCCCN)C(=O)O
Energy above the lowest of the compared OMol25 structures with the same formula, charge and spin in kJ/mol: 119.9

# 2
Here is a structure of composition C11H23N4SiSn from OMol25. Energies are from wB97M-V/def2-TZVPD.

Geometry as XYZ:
```
40
C11H23N4SiSn, DFT wB97M-V/def2-TZVPD
Sn 1.294 1.555 0.252
C -1.202 2.801 2.145
C -1.656 1.374 2.055
C -2.601 0.887 2.949
C -3.068 -0.403 2.804
C -2.604 -1.161 1.734
C -1.639 -0.629 0.903
N -1.135 0.607 1.079
N -1.138 -1.384 -0.206
Si -0.789 -3.062 -0.164
C 0.922 -3.335 -0.835
C -1.887 -4.448 0.350
C -1.305 -0.747 -1.531
H -0.691 2.997 3.090
H -2.066 3.466 2.118
H -0.554 3.075 1.302
H -2.977 1.521 3.740
H -3.800 -0.812 3.487
H -3.011 -2.145 1.542
H 1.497 -3.996 -0.180
H 1.472 -2.403 -0.951
H 0.896 -3.839 -1.807
H -1.754 -4.721 1.403
H -1.629 -5.338 -0.234
H -2.945 -4.229 0.189
H -0.741 0.189 -1.587
H -2.354 -0.516 -1.717
H -0.964 -1.411 -2.328
N 3.435 1.251 -0.425
C 3.869 1.999 -1.654
C 2.627 2.267 -2.469
N 1.732 3.069 -1.605
H 4.078 1.484 0.332
H 3.599 0.259 -0.586
H 4.592 1.432 -2.240
H 4.335 2.942 -1.367
H 2.135 1.315 -2.699
H 2.861 2.764 -3.411
H 0.936 3.407 -2.146
H 2.229 3.918 -1.329
```

E_LUMO in eV: -11.755
Kohn-Sham gap in eV: 6.308
Total energy in eV: -31422.60853
Molar mass in g/mol: 358.130
Energy above the lowest of the compared OMol25 structures with the same formula, charge and spin in kJ/mol: 41.0
Charge: +3